Entry from the OMol25 dataset: a cluster of 2 separate species, C3H5ClFN in total in a non-equilibrium geometry (ωB97M-V/def2-TZVPD).

Each line ends with the natural charge from an NBO analysis.
CARTESIAN COORDINATES (ANGSTROEM)
Cl 1.301 -1.653 -2.651  -0.309
F 1.254 -0.254 -0.301  -0.333
N -2.495 1.996 0.804  -0.611
C 0.226 0.549 0.026  0.273
C -2.014 0.873 1.189  0.111
C -0.533 0.387 1.115  -0.373
H -0.272 -0.140 2.123  0.240
H 1.286 -3.049 -3.269  0.309
H 0.037 1.135 -0.933  0.192
H -3.552 1.980 0.814  0.341
H -2.752 0.102 1.484  0.159

Output
* M: 109.531 g mol⁻¹
* SMILES: [H]/N=C/C=C/F.Cl
* energy above the lowest of the compared OMol25 structures with the same formula, charge and spin: 1.838 eV
* lowest unoccupied orbital energy: 0.133 eV
* HOMO: -9.886 eV
* multiplicity: 1